Here is a structure of composition C21H21BrN7O11SeZr from the Open Molecules 2025 dataset. Energies are from ωB97M-V/def2-TZVPD.

Element x y z (Å)
1 Zr -0.012 -0.030 -0.654
2 Br -7.394 -0.134 0.375
3 C -5.501 -0.007 0.532
4 C -4.947 0.696 1.585
5 C -3.567 0.783 1.686
6 C -2.721 0.177 0.753
7 O -1.409 0.341 0.878
8 C -3.315 -0.548 -0.310
9 C -2.465 -1.265 -1.321
10 N -1.333 -1.837 -0.718
11 C -0.753 -2.940 -1.270
12 C -1.343 -3.928 -2.042
13 C -0.617 -5.056 -2.454
14 C 0.702 -5.237 -2.132
15 C 1.362 -4.235 -1.388
16 C 2.726 -4.284 -1.029
17 C 3.303 -3.238 -0.363
18 C 2.531 -2.103 -0.069
19 N 1.249 -2.042 -0.357
20 C 0.643 -3.094 -0.978
21 C -4.695 -0.624 -0.409
22 H -5.582 1.176 2.317
23 H -3.108 1.340 2.494
24 H -3.064 -1.907 -1.964
25 H -2.381 -3.842 -2.332
26 H -1.126 -5.805 -3.049
27 H 1.250 -6.113 -2.455
28 H 3.311 -5.154 -1.304
29 H 4.349 -3.249 -0.090
30 H 2.974 -1.226 0.387
31 H -5.139 -1.164 -1.235
32 N -1.760 3.479 -0.486
33 N -1.615 3.337 -1.872
34 C -1.620 2.137 -2.498
35 N -1.404 2.155 -3.837
36 N -1.893 1.084 -1.757
37 N -1.934 -0.196 -2.468
38 O -0.514 -0.433 -2.618
39 O -2.606 -0.261 -3.559
40 H -1.027 2.948 -0.024
41 H -2.652 3.070 -0.232
42 H -1.149 4.100 -2.328
43 H -0.619 2.728 -4.110
44 H -1.443 1.231 -4.252
45 C 1.935 3.183 2.643
46 O 1.224 1.933 2.676
47 C 1.933 0.914 2.261
48 O 3.098 0.873 2.016
49 H 1.192 3.941 2.870
50 H 2.359 3.335 1.653
51 H 2.726 3.180 3.392
52 C -0.379 -1.910 2.744
53 C 0.509 -0.780 3.144
54 O 0.718 -0.389 4.254
55 O 1.129 -0.207 2.050
56 H -0.646 -2.475 3.632
57 H 0.118 -2.544 2.012
58 H -1.270 -1.505 2.263
59 O 1.987 0.387 -1.504
60 Se 1.961 2.059 -1.343
61 O 1.392 2.760 -2.668
62 O 0.725 1.984 -0.183
63 O 3.305 2.668 -0.744

Cartesian forces (eV/Å) of the 2 atoms listed first:
Zr 0.115 -0.241 0.050
Br -0.002 -0.001 -0.003

Computed properties:
HOMO-LUMO gap	7.10	eV
calculated total energy	-191742.935	eV
net charge	-1
M	797.5	g mol⁻¹
energy relative to the best compared isomer or geometry (same formula, charge and spin)	74.11	kcal/mol
highest occupied orbital energy	-5.176	eV

Atom charges from the Löwdin analysis, given in e for atoms 1 to 6:
1 Zr 1.8967
2 Br 0.6762
3 C -0.6987
4 C -0.1404
5 C -0.0161
6 C -0.3646

Here is the ion C9H9N2 with charge +1 in a non-equilibrium geometry from the Open Molecules 2025 dataset. Energies are from ωB97M-V/def2-TZVPD.

Element x y z (Å)
1 C -0.582 -2.092 -2.602
2 N 0.536 -2.632 -1.911
3 N 0.988 -2.120 -0.916
4 C 1.872 -2.099 0.100
5 C 1.043 -1.037 0.208
6 C 0.530 0.139 0.748
7 C 1.095 0.596 1.960
8 C 0.629 1.758 2.531
9 C -0.384 2.485 1.915
10 C -0.939 2.047 0.717
11 C -0.498 0.880 0.133
12 H -0.221 -1.459 -3.417
13 H -1.254 -1.508 -1.967
14 H -1.111 -2.933 -3.048
15 H 2.692 -2.680 0.459
16 H 1.886 0.027 2.423
17 H 1.054 2.107 3.460
18 H -0.742 3.394 2.370
19 H -1.716 2.625 0.242
20 H -0.930 0.544 -0.798

Cartesian forces (eV/Å) of the 2 atoms listed first:
C -0.746 0.594 -0.295
N 1.138 -1.287 -0.080

Computed properties:
HOMO-LUMO gap	8.51	eV
calculated total energy	-12448.078	eV
net charge	+1
M	145.2	g mol⁻¹
energy relative to the best compared isomer or geometry (same formula, charge and spin)	126.70	kcal/mol
highest occupied orbital energy	-13.393	eV
SMILES string	C/N=[N+]1C=C/1c1ccccc1

Atom charges from the Löwdin analysis, given in e for atoms 1 to 6:
1 C -0.0501
2 N 0.0781
3 N -0.0116
4 C 0.1430
5 C 0.0917
6 C -0.1887

Here is a structure of composition C32H35AlN3O3PS3 in a non-equilibrium geometry from the Open Molecules 2025 dataset. Energies are from ωB97M-V/def2-TZVPD.

Element x y z (Å)
1 Al -1.901 -0.031 -1.043
2 S 0.314 -0.223 -1.338
3 C 0.737 0.490 0.196
4 N 1.969 0.876 0.378
5 C 2.423 1.186 1.741
6 C 1.371 2.008 2.420
7 N 0.097 1.278 2.387
8 C -0.734 1.397 3.595
9 C 0.008 0.867 4.802
10 C 0.239 1.700 5.891
11 C 0.904 1.214 7.008
12 C 1.351 -0.099 7.032
13 C 1.125 -0.931 5.944
14 C 0.453 -0.451 4.831
15 C -0.232 0.619 1.312
16 S -1.830 -0.053 1.215
17 C 3.001 0.884 -0.659
18 C 4.049 -0.176 -0.369
19 C 5.234 0.153 0.277
20 C 6.193 -0.821 0.514
21 C 5.970 -2.129 0.106
22 C 4.787 -2.461 -0.538
23 C 3.824 -1.491 -0.769
24 H 3.364 1.723 1.688
25 H 2.593 0.251 2.280
26 H 1.234 2.967 1.909
27 H 1.640 2.202 3.455
28 H -1.667 0.862 3.451
29 H -0.962 2.456 3.744
30 H -0.107 2.727 5.876
31 H 1.062 1.863 7.859
32 H 1.878 -0.474 7.900
33 H 1.459 -1.960 5.968
34 H 0.270 -1.110 3.987
35 H 3.462 1.874 -0.654
36 H 2.562 0.753 -1.642
37 H 5.440 1.180 0.563
38 H 7.119 -0.553 1.005
39 H 6.725 -2.884 0.277
40 H 4.614 -3.474 -0.876
41 H 2.910 -1.748 -1.292
42 C -5.144 -0.634 -1.051
43 P -3.764 -1.076 -2.167
44 C -4.322 -0.665 -3.846
45 C -3.673 -2.869 -2.039
46 C -2.809 -3.387 -1.071
47 C -2.782 -4.745 -0.810
48 C -3.611 -5.590 -1.535
49 C -4.453 -5.083 -2.516
50 C -4.494 -3.722 -2.772
51 H -6.002 -1.258 -1.299
52 H -5.433 0.415 -1.139
53 H -4.855 -0.845 -0.020
54 H -5.371 -0.944 -3.944
55 H -3.723 -1.231 -4.559
56 H -4.225 0.398 -4.069
57 H -2.156 -2.707 -0.525
58 H -2.120 -5.147 -0.054
59 H -3.592 -6.655 -1.341
60 H -5.084 -5.753 -3.085
61 H -5.161 -3.338 -3.534
62 N -2.599 1.878 -1.417
63 C -1.462 2.417 -2.185
64 C -0.579 3.324 -1.627
65 C 0.628 3.569 -2.286
66 C 0.899 2.926 -3.487
67 C -0.025 2.083 -4.081
68 C -1.211 1.819 -3.415
69 S 2.640 2.839 -4.090
70 O 2.556 2.613 -5.504
71 O 3.275 4.047 -3.638
72 O 3.048 1.653 -3.328
73 H -2.752 2.450 -0.590
74 H -3.442 1.964 -1.981
75 H -0.807 3.812 -0.682
76 H 1.376 4.239 -1.878
77 H 0.221 1.614 -5.025
78 H -1.941 1.129 -3.841

Cartesian forces (eV/Å) of the 2 atoms listed first:
Al -0.238 1.021 -0.597
S -0.157 0.187 0.456

Computed properties:
HOMO-LUMO gap	4.21	eV
calculated total energy	-92743.783	eV
net charge	+2
M	663.8	g mol⁻¹
highest occupied orbital energy	-12.446	eV

Atom charges from the Löwdin analysis, given in e for atoms 1 to 6:
1 Al -0.0297
2 S 0.9447
3 C -0.4926
4 N -0.0261
5 C -0.0522
6 C -0.0538

Here is a cluster of 3 separate species, C2H11NO3 in total in a non-equilibrium geometry from the Open Molecules 2025 dataset. Energies are from ωB97M-V/def2-TZVPD.

Element x y z (Å)
1 C -1.643 -0.458 -2.621
2 N -2.316 -1.022 -1.472
3 C -1.468 -1.225 -0.322
4 O -2.320 -1.165 0.844
5 H -1.463 0.614 -2.472
6 H -2.262 -0.648 -3.504
7 H -0.625 -0.869 -2.793
8 H -2.720 -1.915 -1.684
9 H -1.032 -2.236 -0.342
10 H -0.687 -0.455 -0.221
11 H -1.860 -1.577 1.581
12 O 0.094 1.881 3.965
13 H -0.719 1.972 4.472
14 H 0.795 2.301 4.488
15 O 6.082 1.995 0.058
16 H 6.289 1.350 0.740
17 H 5.855 1.458 -0.717

Cartesian forces (eV/Å) of the 2 atoms listed first:
C 0.685 0.009 -0.129
N 0.492 0.228 0.655

Computed properties:
HOMO-LUMO gap	9.77	eV
calculated total energy	-9884.081	eV
M	97.1	g mol⁻¹
energy relative to the best compared isomer or geometry (same formula, charge and spin)	25.81	kcal/mol
highest occupied orbital energy	-8.941	eV
SMILES string	CNCO.O.O

Atom charges from the Löwdin analysis, given in e for atoms 1 to 6:
1 C -0.1481
2 N -0.1133
3 C -0.3065
4 O -0.0752
5 H 0.0784
6 H 0.0794

Here is the molecule C4H7N3O in a non-equilibrium geometry from the Open Molecules 2025 dataset. Energies are from ωB97M-V/def2-TZVPD.

Element x y z (Å)
1 H 3.028 -0.098 -1.145
2 N 2.454 -0.636 -0.463
3 C 1.219 -0.355 -0.146
4 C 0.685 -0.892 0.998
5 N 0.757 1.048 -0.188
6 N -0.230 1.661 0.243
7 C -1.423 0.993 0.149
8 C -1.437 -0.337 -0.400
9 O -2.350 -1.252 -0.352
10 H 1.479 -1.531 1.606
11 H 0.161 -1.965 0.854
12 H 0.130 -0.148 1.651
13 H 1.403 1.655 -0.544
14 H -2.109 1.549 0.674
15 H -0.419 -0.414 -1.032

Cartesian forces (eV/Å) of the 2 atoms listed first:
H -1.274 -0.032 0.527
N -1.635 -0.301 -1.087

Computed properties:
HOMO-LUMO gap	8.40	eV
calculated total energy	-10773.638	eV
M	113.1	g mol⁻¹
energy relative to the best compared isomer or geometry (same formula, charge and spin)	140.89	kcal/mol
highest occupied orbital energy	-9.118	eV
SMILES string	[H]/N=C(/C)N/N=C\C=O

Atom charges from the Löwdin analysis, given in e for atoms 1 to 6:
1 H 0.0684
2 N 0.1418
3 C -0.4913
4 C -0.1135
5 N -0.0452
6 N 0.0400

Here is the molecule C4H12N2 in a non-equilibrium geometry from the Open Molecules 2025 dataset. Energies are from ωB97M-V/def2-TZVPD.

Element x y z (Å)
1 N -0.474 -0.434 -2.160
2 C 0.605 0.412 -1.683
3 C 0.266 1.323 -0.489
4 C 0.268 0.773 0.943
5 C 0.180 -0.799 1.078
6 N -0.699 -1.091 2.237
7 H -1.059 -0.920 -1.497
8 H -1.160 0.134 -2.655
9 H 1.371 -0.239 -1.276
10 H 1.113 0.922 -2.505
11 H 0.862 2.247 -0.598
12 H -0.752 1.632 -0.779
13 H 0.951 1.255 1.615
14 H -0.725 0.966 1.337
15 H 1.207 -1.084 1.251
16 H -0.250 -1.289 0.222
17 H -1.473 -1.703 1.995
18 H -0.198 -1.510 3.007

Cartesian forces (eV/Å) of the 2 atoms listed first:
N -0.766 0.439 -1.392
C 0.825 -1.019 1.787

Computed properties:
HOMO-LUMO gap	10.07	eV
calculated total energy	-7321.776	eV
M	88.2	g mol⁻¹
energy relative to the best compared isomer or geometry (same formula, charge and spin)	28.90	kcal/mol
highest occupied orbital energy	-9.002	eV
SMILES string	NCCCCN

Atom charges from the Löwdin analysis, given in e for atoms 1 to 6:
1 N -0.0177
2 C -0.3056
3 C -0.2119
4 C -0.1799
5 C -0.2522
6 N -0.0200

highest occupied orbital energy of number 6 (C4H12N2)? -9.002 eV

Copy entry 3 word for word.
Here is a structure of composition C32H35AlN3O3PS3 in a non-equilibrium geometry from the Open Molecules 2025 dataset. Energies are from ωB97M-V/def2-TZVPD.

Element x y z (Å)
1 Al -1.901 -0.031 -1.043
2 S 0.314 -0.223 -1.338
3 C 0.737 0.490 0.196
4 N 1.969 0.876 0.378
5 C 2.423 1.186 1.741
6 C 1.371 2.008 2.420
7 N 0.097 1.278 2.387
8 C -0.734 1.397 3.595
9 C 0.008 0.867 4.802
10 C 0.239 1.700 5.891
11 C 0.904 1.214 7.008
12 C 1.351 -0.099 7.032
13 C 1.125 -0.931 5.944
14 C 0.453 -0.451 4.831
15 C -0.232 0.619 1.312
16 S -1.830 -0.053 1.215
17 C 3.001 0.884 -0.659
18 C 4.049 -0.176 -0.369
19 C 5.234 0.153 0.277
20 C 6.193 -0.821 0.514
21 C 5.970 -2.129 0.106
22 C 4.787 -2.461 -0.538
23 C 3.824 -1.491 -0.769
24 H 3.364 1.723 1.688
25 H 2.593 0.251 2.280
26 H 1.234 2.967 1.909
27 H 1.640 2.202 3.455
28 H -1.667 0.862 3.451
29 H -0.962 2.456 3.744
30 H -0.107 2.727 5.876
31 H 1.062 1.863 7.859
32 H 1.878 -0.474 7.900
33 H 1.459 -1.960 5.968
34 H 0.270 -1.110 3.987
35 H 3.462 1.874 -0.654
36 H 2.562 0.753 -1.642
37 H 5.440 1.180 0.563
38 H 7.119 -0.553 1.005
39 H 6.725 -2.884 0.277
40 H 4.614 -3.474 -0.876
41 H 2.910 -1.748 -1.292
42 C -5.144 -0.634 -1.051
43 P -3.764 -1.076 -2.167
44 C -4.322 -0.665 -3.846
45 C -3.673 -2.869 -2.039
46 C -2.809 -3.387 -1.071
47 C -2.782 -4.745 -0.810
48 C -3.611 -5.590 -1.535
49 C -4.453 -5.083 -2.516
50 C -4.494 -3.722 -2.772
51 H -6.002 -1.258 -1.299
52 H -5.433 0.415 -1.139
53 H -4.855 -0.845 -0.020
54 H -5.371 -0.944 -3.944
55 H -3.723 -1.231 -4.559
56 H -4.225 0.398 -4.069
57 H -2.156 -2.707 -0.525
58 H -2.120 -5.147 -0.054
59 H -3.592 -6.655 -1.341
60 H -5.084 -5.753 -3.085
61 H -5.161 -3.338 -3.534
62 N -2.599 1.878 -1.417
63 C -1.462 2.417 -2.185
64 C -0.579 3.324 -1.627
65 C 0.628 3.569 -2.286
66 C 0.899 2.926 -3.487
67 C -0.025 2.083 -4.081
68 C -1.211 1.819 -3.415
69 S 2.640 2.839 -4.090
70 O 2.556 2.613 -5.504
71 O 3.275 4.047 -3.638
72 O 3.048 1.653 -3.328
73 H -2.752 2.450 -0.590
74 H -3.442 1.964 -1.981
75 H -0.807 3.812 -0.682
76 H 1.376 4.239 -1.878
77 H 0.221 1.614 -5.025
78 H -1.941 1.129 -3.841

Cartesian forces (eV/Å) of the 2 atoms listed first:
Al -0.238 1.021 -0.597
S -0.157 0.187 0.456

Computed properties:
HOMO-LUMO gap	4.21	eV
calculated total energy	-92743.783	eV
net charge	+2
M	663.8	g mol⁻¹
highest occupied orbital energy	-12.446	eV

Atom charges from the Löwdin analysis, given in e for atoms 1 to 6:
1 Al -0.0297
2 S 0.9447
3 C -0.4926
4 N -0.0261
5 C -0.0522
6 C -0.0538